73
Properties=species:S:1:pos:R:3:forces:R:3 method="wB97M-V/def2-TZVPD" charge=+1
Be -0.145 -1.690 0.122 -0.02 -0.03 0.01
C 6.139 0.440 -0.815 -0.01 -0.01 0.00
C 4.958 1.346 -0.439 0.00 -0.01 -0.02
C 4.890 2.501 -1.437 0.00 0.00 0.00
C 5.183 1.925 0.965 -0.01 0.01 0.01
C 3.678 0.522 -0.424 0.03 -0.05 0.04
C 3.591 -0.611 0.451 -0.02 0.05 -0.04
C 2.432 -1.307 0.506 0.02 0.02 -0.02
N 1.326 -1.004 -0.235 0.03 0.06 -0.02
C 1.377 0.038 -1.150 -0.01 -0.05 0.09
C 2.598 0.812 -1.195 -0.09 0.01 -0.05
C -1.717 0.415 0.330 0.10 -0.09 -0.11
C -2.869 1.148 0.128 -0.10 -0.05 -0.04
C -3.908 0.663 -0.672 0.10 0.10 0.07
C -3.708 -0.580 -1.253 -0.04 -0.03 -0.05
C -2.540 -1.270 -1.004 0.04 -0.01 -0.01
N -1.565 -0.803 -0.227 -0.12 0.05 0.19
C -5.164 1.496 -0.880 0.00 0.00 0.03
C -4.767 2.841 -1.506 0.00 0.01 -0.01
C -5.825 1.736 0.485 -0.01 0.00 0.00
C -6.165 0.799 -1.800 0.00 0.00 -0.01
H 7.064 1.020 -0.820 0.00 0.00 0.00
H 5.999 0.013 -1.809 0.00 0.00 0.00
H 6.265 -0.380 -0.108 0.01 0.00 0.00
H 5.827 3.058 -1.411 0.00 0.00 0.00
H 4.083 3.195 -1.195 0.00 0.00 0.00
H 4.743 2.144 -2.457 0.00 0.00 0.00
H 6.093 2.526 0.978 0.00 0.00 0.00
H 5.288 1.142 1.717 0.00 -0.01 0.00
H 4.347 2.566 1.255 0.01 0.00 0.00
H 4.425 -0.919 1.063 0.00 0.01 0.00
H 2.337 -2.163 1.167 -0.01 0.00 0.00
H 2.588 1.641 -1.887 0.00 0.00 0.00
H -2.949 2.117 0.601 -0.01 -0.01 0.02
H -4.444 -1.028 -1.903 0.00 0.00 0.01
H -2.370 -2.238 -1.455 0.00 0.01 0.00
H -4.101 3.412 -0.857 0.00 -0.01 0.00
H -5.661 3.443 -1.674 0.00 0.00 0.00
H -4.268 2.696 -2.465 0.00 0.00 0.00
H -5.165 2.269 1.169 0.00 0.00 0.00
H -6.114 0.793 0.953 0.00 0.00 0.00
H -6.725 2.339 0.353 0.00 0.00 0.00
H -5.749 0.626 -2.795 0.00 0.00 0.00
H -7.045 1.431 -1.917 0.00 0.00 0.00
H -6.498 -0.156 -1.389 0.00 0.00 0.00
C 0.027 -1.301 4.058 0.01 0.02 -0.01
C -0.070 -0.924 2.616 -0.04 0.03 -0.01
O -0.217 -1.838 1.794 0.02 -0.02 -0.01
C 0.078 0.478 2.192 0.01 -0.01 0.04
C 1.016 1.239 2.893 0.01 -0.02 -0.01
C 1.352 2.515 2.480 -0.02 0.00 -0.02
C 0.722 3.055 1.371 0.00 -0.01 0.01
C -0.253 2.332 0.701 0.01 -0.01 0.05
C -0.596 1.041 1.092 -0.01 0.06 -0.06
O 0.384 0.276 -1.854 0.13 0.00 -0.04
H -0.483 -2.249 4.211 0.00 0.00 0.00
H -0.373 -0.530 4.713 0.00 0.00 -0.01
H 1.082 -1.448 4.307 0.00 0.00 0.00
H 1.519 0.808 3.749 0.00 0.01 0.00
H 2.104 3.077 3.016 0.00 0.00 0.00
H 0.986 4.045 1.023 0.00 0.00 0.00
H -0.733 2.755 -0.170 -0.01 0.00 0.00
I -2.436 -4.134 1.356 0.00 0.01 -0.02
C -1.008 -4.372 -0.149 0.03 0.06 -0.04
C -0.920 -5.626 -0.732 -0.01 0.00 0.02
C -0.042 -5.816 -1.784 0.00 -0.02 -0.01
C 0.713 -4.746 -2.232 0.01 0.02 -0.01
C 0.582 -3.534 -1.592 -0.02 0.02 0.02
N -0.257 -3.337 -0.554 0.00 -0.07 0.02
H -1.539 -6.431 -0.365 0.00 0.00 0.00
H 0.040 -6.788 -2.252 0.00 0.00 0.00
H 1.400 -4.841 -3.060 0.00 0.00 0.00
H 1.155 -2.667 -1.890 0.00 -0.01 -0.01

=====

81
Properties=species:S:1:pos:R:3:forces:R:3 method="wB97M-V/def2-TZVPD" spin_multiplicity=5 charge=+3
Pm -0.550 0.108 0.236 0.21 -0.19 -0.31
C 0.781 -2.979 -1.001 -0.05 -0.02 0.02
C -0.224 -2.408 -1.987 -0.03 0.00 0.11
N -1.438 -1.917 -1.281 -0.03 0.31 0.08
C -2.233 -3.026 -0.683 -0.05 0.01 0.01
C -2.785 -2.761 0.712 0.08 0.01 0.06
S -1.602 -2.074 1.908 -0.15 -0.03 0.03
C -0.312 -3.364 1.920 -0.04 0.07 -0.02
C 1.039 -2.857 1.444 -0.05 -0.06 -0.04
N 0.956 -2.103 0.178 -0.03 0.07 0.10
H 0.455 -3.961 -0.661 0.03 -0.01 0.00
H 1.729 -3.136 -1.518 0.02 -0.01 0.00
H 0.213 -1.557 -2.511 0.01 0.02 -0.05
H -0.472 -3.167 -2.733 -0.03 0.00 -0.03
H -2.015 -1.482 -1.993 -0.01 -0.05 -0.03
H -3.074 -3.278 -1.333 0.01 -0.01 -0.03
H -1.606 -3.914 -0.656 0.01 -0.02 -0.01
H -3.608 -2.049 0.699 -0.03 -0.01 0.02
H -3.176 -3.689 1.131 -0.02 -0.01 -0.03
H -0.229 -3.731 2.941 0.00 -0.03 0.00
H -0.688 -4.186 1.313 0.02 -0.02 0.01
H 1.453 -2.188 2.194 0.03 0.04 0.02
H 1.715 -3.712 1.350 0.02 -0.01 -0.01
H 1.843 -1.615 0.068 0.07 -0.04 0.00
Br -3.090 4.379 5.349 -0.02 0.03 0.04
C -2.468 3.384 3.907 -0.03 0.03 0.07
C -1.167 3.529 3.456 0.01 0.02 -0.03
C -0.762 2.739 2.400 -0.03 -0.02 0.00
N -1.556 1.852 1.783 0.07 0.06 0.06
C -2.840 1.768 2.185 -0.01 -0.11 -0.06
C -3.319 2.503 3.251 -0.09 0.01 0.04
C -3.747 0.944 1.333 0.04 0.02 0.05
C -5.089 0.781 1.639 -0.02 0.02 0.08
C -5.931 0.185 0.712 -0.08 0.01 0.03
Br -7.734 -0.049 1.098 -0.06 -0.01 0.01
C -5.414 -0.203 -0.517 0.02 -0.02 -0.07
C -4.059 -0.050 -0.715 0.02 -0.01 -0.02
N -3.220 0.472 0.188 0.31 -0.10 0.00
H -0.487 4.235 3.911 -0.01 -0.02 -0.02
H 0.253 2.815 2.038 0.03 0.01 -0.01
H -4.347 2.433 3.573 0.01 0.00 -0.01
H -5.500 1.123 2.577 0.02 -0.01 -0.02
H -6.047 -0.620 -1.289 0.02 0.01 0.02
H -3.627 -0.357 -1.659 -0.01 0.02 0.00
N 1.873 1.403 -3.590 0.21 0.03 -0.01
C 3.051 0.623 -3.780 -0.02 0.04 -0.07
C 3.615 0.525 -5.039 -0.04 0.03 -0.06
C 4.764 -0.236 -5.215 0.01 -0.01 0.01
C 5.324 -0.912 -4.142 0.00 0.00 0.03
C 4.736 -0.831 -2.885 0.04 -0.06 -0.04
C 3.609 -0.047 -2.709 -0.14 -0.15 0.10
S 2.907 0.176 -1.099 0.18 0.22 -0.06
N 1.285 0.634 -1.459 -0.16 -0.17 0.17
C 1.033 1.280 -2.561 -0.08 0.03 -0.01
C -0.291 1.975 -2.665 0.09 -0.03 0.02
C -0.701 2.633 -3.808 -0.01 0.05 -0.10
C -1.859 3.401 -3.772 -0.01 0.01 -0.03
C -2.559 3.489 -2.585 -0.03 0.03 -0.01
C -2.109 2.754 -1.500 0.01 -0.01 0.04
N -1.014 1.991 -1.532 -0.09 -0.02 0.05
H 1.611 1.987 -4.365 0.00 0.04 0.02
H 3.170 1.044 -5.881 0.02 -0.02 0.03
H 5.216 -0.301 -6.195 -0.01 0.00 0.02
H 6.220 -1.502 -4.278 -0.02 0.01 0.00
H 5.170 -1.359 -2.043 -0.02 0.01 -0.04
H -0.147 2.573 -4.734 -0.03 0.01 0.00
H -2.191 3.934 -4.654 0.02 -0.02 0.02
H -3.443 4.105 -2.494 0.03 -0.02 0.00
H -2.644 2.783 -0.562 -0.01 -0.02 0.00
S 1.597 0.501 2.209 -0.20 0.19 -0.06
C 2.925 0.227 3.244 0.07 -0.11 -0.04
N 4.178 0.034 2.853 0.16 0.01 -0.03
C 5.116 -0.063 3.986 -0.12 0.01 -0.01
C 4.166 0.004 5.204 -0.03 0.01 -0.11
N 2.855 0.203 4.565 0.01 -0.05 0.17
H 4.468 0.166 1.899 -0.05 0.00 -0.01
H 5.823 0.762 3.968 0.01 0.05 -0.01
H 5.667 -0.997 3.944 0.01 -0.04 -0.01
H 4.397 0.835 5.864 0.00 0.04 0.02
H 4.173 -0.915 5.784 -0.02 -0.05 0.00
H 1.990 0.301 5.069 -0.02 0.02 -0.04

=====

75
Properties=species:S:1:pos:R:3:forces:R:3 method="wB97M-V/def2-TZVPD" spin_multiplicity=4
Ni 1.357 -1.318 0.575 0.16 -0.67 0.13
C -2.675 -0.190 -7.624 0.01 0.01 -0.01
C -2.209 -0.600 -6.253 -0.03 -0.02 -0.03
C -2.024 -1.936 -5.927 0.04 -0.04 -0.01
C -1.591 -2.330 -4.666 0.05 0.00 -0.07
C -1.395 -3.804 -4.404 -0.01 0.00 0.03
C -1.330 -1.347 -3.699 -0.19 0.00 -0.12
Te -0.870 -1.989 -1.734 -0.04 0.10 -0.09
C -1.509 0.011 -4.003 0.01 -0.02 -0.07
C -1.237 1.151 -3.052 0.04 -0.03 0.04
C -1.943 0.352 -5.280 0.00 0.05 0.00
H -2.853 -1.057 -8.259 0.01 -0.01 0.02
H -1.933 0.440 -8.116 0.00 -0.01 0.01
H -3.603 0.383 -7.572 0.00 0.00 0.03
H -2.209 -2.695 -6.679 -0.01 0.00 0.02
H -1.400 -4.356 -5.343 0.00 0.00 0.01
H -2.188 -4.223 -3.779 -0.01 0.06 0.02
H -0.446 -4.008 -3.905 0.02 0.02 -0.03
H -1.004 0.837 -2.039 -0.02 -0.05 0.05
H -2.096 1.820 -3.001 -0.02 0.01 -0.02
H -0.386 1.735 -3.409 0.00 -0.01 0.01
H -2.073 1.403 -5.522 0.00 -0.01 0.02
Cl 3.793 -2.735 3.240 -0.01 -0.01 -0.01
Ge 3.587 -1.915 1.200 0.21 0.35 0.06
Cl 4.831 -0.076 1.389 -0.04 -0.08 0.01
Cl 4.861 -3.226 0.027 0.00 -0.04 -0.03
S 1.292 -1.250 -1.745 0.02 0.16 -0.09
Sb 1.141 1.057 1.437 0.11 0.19 -0.02
C 0.988 1.080 3.530 0.04 0.00 0.22
C 2.061 0.574 4.264 -0.09 -0.02 0.04
C 1.978 0.504 5.649 0.02 -0.01 -0.05
C 0.827 0.929 6.298 -0.01 0.01 0.00
C -0.243 1.428 5.568 0.03 -0.01 -0.02
C -0.165 1.504 4.183 0.04 0.02 0.09
C 2.393 2.691 1.062 0.13 0.19 -0.11
C 2.894 3.468 2.101 0.00 0.06 -0.07
C 3.744 4.531 1.822 -0.01 -0.01 0.00
C 4.091 4.820 0.510 -0.02 -0.03 0.00
C 3.592 4.046 -0.529 0.00 0.00 0.00
C 2.748 2.979 -0.255 0.05 0.03 0.06
C -0.738 1.825 0.870 -0.22 0.04 -0.04
C -0.922 3.141 0.455 -0.09 -0.01 0.03
C -2.185 3.578 0.070 0.02 -0.01 0.01
C -3.266 2.709 0.101 0.02 -0.01 -0.02
C -3.088 1.394 0.510 0.03 -0.03 0.00
C -1.827 0.952 0.887 -0.01 0.08 -0.05
H 2.958 0.221 3.766 -0.01 0.02 0.01
H 2.811 0.106 6.214 -0.01 0.00 0.00
H 0.763 0.866 7.377 0.00 0.00 -0.01
H -1.140 1.757 6.077 0.00 0.00 -0.01
H -1.004 1.897 3.621 0.00 -0.01 -0.03
H 2.628 3.249 3.127 0.00 -0.02 0.01
H 4.137 5.132 2.632 0.00 -0.01 0.00
H 4.757 5.646 0.296 0.00 0.00 0.00
H 3.869 4.265 -1.552 0.00 0.00 0.00
H 2.380 2.368 -1.073 -0.01 -0.02 0.01
H -0.087 3.831 0.435 0.02 -0.02 0.00
H -2.323 4.603 -0.250 0.00 0.00 0.00
H -4.248 3.055 -0.197 0.01 0.00 0.00
H -3.928 0.711 0.531 0.00 0.01 0.00
H -1.695 -0.082 1.193 0.01 0.00 -0.01
C -0.251 -2.454 2.963 0.04 0.06 0.08
C -0.336 -3.371 1.747 0.04 0.12 -0.17
C -1.784 -3.762 1.482 -0.15 -0.04 0.04
C 0.518 -4.614 1.958 0.00 -0.13 0.02
O 0.137 -2.687 0.590 -0.29 -0.31 0.17
H -0.637 -2.939 3.863 -0.01 -0.01 -0.01
H -0.831 -1.541 2.798 -0.01 -0.02 0.01
H 0.788 -2.177 3.175 0.02 -0.01 -0.04
H -2.197 -4.336 2.314 0.02 0.02 0.01
H -1.852 -4.378 0.582 0.03 0.02 0.00
H -2.405 -2.873 1.344 0.03 0.00 -0.02
H 0.179 -5.183 2.827 -0.03 0.02 -0.01
H 1.560 -4.344 2.128 0.05 0.05 -0.02
H 0.463 -5.259 1.079 0.01 0.03 0.00

=====

Relative energy (zero: lowest compared OMol25 entry of this formula, charge and spin)? In order: 0.6, 0.0, 0.0 kJ/mol.